1.
# C45H60O45

A 15-piece molecular cluster, C45H60O45 overall (ωB97M-V/def2-TZVPD, the OMol25 dataset).

```
150
Properties=species:S:1:pos:R:3:forces:R:3
C 1.54025 4.67137 4.29342 -1.21 -0.95 -0.83
C 2.18099 4.09392 2.96401 -1.53 2.02 0.76
O 3.39528 3.60598 3.43734 0.92 -0.38 -0.33
C 3.61818 3.98754 4.70996 3.34 -0.66 0.33
O 4.70929 3.84210 5.23507 -1.96 0.07 -0.54
O 2.56187 4.53224 5.24737 -0.09 0.08 1.03
H 0.69805 4.01885 4.52371 -0.11 0.20 0.51
H 1.23024 5.71311 4.37565 -0.09 -0.12 -0.84
H 2.26232 4.96182 2.30962 0.65 -0.34 -0.44
H 1.60965 3.31249 2.46298 -0.07 0.00 0.30
C 4.56807 1.12604 -2.98377 -1.69 -0.55 0.20
C 3.71872 -0.19653 -2.95023 1.08 1.07 -0.25
O 3.82388 -0.51746 -1.58514 -0.68 -1.44 1.30
C 4.09519 0.55096 -0.79462 0.84 -0.29 2.69
O 4.04476 0.55064 0.45134 -0.16 0.02 -4.46
O 4.55417 1.52587 -1.57815 0.16 0.57 -0.65
H 4.03669 1.85932 -3.59043 0.29 0.33 0.32
H 5.57366 0.97199 -3.37514 0.04 0.07 0.48
H 4.16506 -0.95387 -3.59468 0.13 -0.23 0.38
H 2.66470 -0.13641 -3.22139 -0.03 0.52 0.00
C 0.55834 4.95788 -0.67124 -2.59 -2.70 -0.88
C 0.99211 4.06687 -1.85972 -2.08 -0.41 -1.76
O 2.38779 3.98287 -1.81764 -0.20 0.08 0.36
C 2.78698 4.84485 -0.89327 3.21 0.79 2.04
O 3.96410 5.06599 -0.66242 -2.70 -0.07 -0.34
O 1.72635 5.35697 -0.15422 4.13 1.38 -0.13
H 0.11144 4.31442 0.08661 -0.54 -0.09 0.00
H -0.17835 5.72042 -0.92406 0.45 0.40 -0.11
H 0.72859 4.41268 -2.85925 -0.05 0.89 0.04
H 0.51785 3.08668 -1.90873 0.47 -0.24 0.96
C 0.55793 -0.32390 -0.71951 0.82 -2.20 -1.97
C 0.54806 -1.01971 0.56149 0.08 -1.56 1.00
O -0.37348 -0.18691 1.25643 -1.00 -2.68 2.06
C -0.24057 1.01252 0.82074 0.17 2.07 1.41
O -0.58064 1.97985 1.45966 0.09 0.02 -1.22
O 0.41635 0.96285 -0.32778 0.07 4.39 -0.60
H -0.29888 -0.61452 -1.32739 0.17 -0.12 -0.43
H 1.53150 -0.43368 -1.19723 -0.36 -0.10 -0.41
H 1.50985 -0.98274 1.07304 0.04 -0.03 0.07
H 0.19686 -2.04989 0.50238 -0.11 0.25 0.21
C 4.74201 0.00642 4.34926 0.65 -0.71 0.80
C 3.51924 0.21243 3.49766 0.62 1.44 -0.68
O 2.48241 0.39457 4.44909 -1.80 -0.27 -0.53
C 2.87061 0.14306 5.68276 1.00 -1.19 1.19
O 2.16883 -0.03526 6.64661 0.22 0.66 -0.92
O 4.21874 -0.00743 5.70630 0.18 0.17 -0.26
H 5.55724 0.71967 4.22772 -0.42 0.40 0.28
H 5.18881 -0.96975 4.16068 -0.08 -0.14 0.14
H 3.40005 -0.61449 2.79760 -0.68 0.08 0.27
H 3.55943 1.16933 2.97726 0.16 -0.30 -0.35
C 2.68645 -4.72374 -1.95322 3.88 -1.43 -3.43
C 2.24421 -3.42910 -1.49452 0.52 2.15 -0.47
O 1.19979 -3.76862 -0.69955 -3.52 -1.91 2.82
C 1.14031 -5.13861 -0.50515 -3.31 -0.23 1.78
O 0.32043 -5.77129 0.15551 1.94 2.06 -1.12
O 2.06702 -5.70050 -1.21635 0.30 -1.59 0.46
H 3.76587 -4.85290 -1.87406 0.16 -0.02 0.26
H 2.49264 -4.92090 -3.00758 -0.31 0.17 0.01
H 1.83915 -2.86567 -2.33511 0.37 0.52 0.05
H 2.94794 -2.87822 -0.87051 0.26 0.22 -0.40
C 3.57540 -6.07578 2.73574 -0.44 -0.66 -2.63
C 4.28306 -5.84986 1.39598 0.11 -0.64 0.12
O 4.38927 -4.43000 1.38341 1.79 0.17 -1.38
C 3.34623 -3.94285 2.00797 -0.63 5.03 -0.10
O 2.96990 -2.74791 1.91560 0.94 -4.03 0.28
O 2.82355 -4.85241 2.77485 -1.35 -0.96 2.24
H 4.29133 -6.31406 3.52235 -0.46 0.73 0.43
H 2.87285 -6.88484 2.53586 -0.08 -0.03 0.78
H 3.70227 -6.08491 0.50405 -0.28 -0.46 0.28
H 5.21241 -6.41655 1.33881 0.33 0.74 -0.03
C -1.65093 2.71311 -3.28847 -1.14 0.09 -0.85
C -2.27318 2.66674 -1.89370 2.49 -3.77 -0.33
O -2.66765 3.90892 -1.64428 -0.99 3.25 1.76
C -2.61273 4.70005 -2.72230 -2.34 0.20 -1.79
O -3.30162 5.67230 -2.91457 1.79 -0.76 0.73
O -1.90853 4.06406 -3.69891 0.34 0.55 0.26
H -2.28978 2.09205 -3.91637 0.66 -0.25 -0.41
H -0.58506 2.51190 -3.39585 -0.37 -0.27 0.05
H -1.49227 2.29321 -1.23131 -0.01 0.46 0.63
H -3.04491 1.90074 -1.81773 -0.50 0.36 -0.23
C -1.48226 -4.89103 2.63703 0.65 0.60 0.69
C -1.25158 -3.63541 3.50506 -0.12 -0.92 0.38
O -2.08175 -2.72727 2.88265 -1.64 2.46 -1.08
C -2.32910 -3.03553 1.59396 -0.69 -0.27 -0.35
O -2.84747 -2.30138 0.77441 1.06 -1.43 1.41
O -1.97653 -4.34468 1.41266 0.12 0.76 -0.64
H -2.27166 -5.50876 3.06522 0.16 -0.13 -0.02
H -0.53598 -5.42217 2.53436 -0.36 -0.21 -0.59
H -0.27981 -3.14181 3.51568 0.45 -0.79 0.09
H -1.63976 -3.79963 4.51028 0.34 0.09 0.09
C -5.44257 -1.84215 -4.13248 0.04 1.42 0.04
C -5.60333 -0.35909 -3.80970 -1.19 1.33 -0.06
O -4.47884 -0.03087 -3.04731 -0.35 2.94 0.83
C -3.64164 -0.98416 -2.97954 3.95 -0.11 2.12
O -2.54446 -0.94092 -2.41934 -1.99 -0.16 -1.10
O -4.10913 -2.02697 -3.58572 -1.13 -3.83 -1.58
H -5.49088 -2.03568 -5.20408 0.53 -0.13 0.11
H -6.26124 -2.39347 -3.66996 0.71 -0.52 0.46
H -6.43595 -0.09298 -3.15853 -0.33 -0.35 -0.29
H -5.58822 0.35821 -4.63028 -0.26 -0.43 -0.39
C -1.88154 -3.93542 -4.30989 0.59 -0.33 0.05
C -0.76150 -3.93771 -3.33112 -1.84 -0.36 3.80
O 0.42820 -4.18340 -3.96356 1.21 0.32 -2.57
C 0.12769 -4.70921 -5.21140 0.31 0.11 1.00
O 0.97773 -5.07178 -5.98378 -1.58 0.39 0.71
O -1.23254 -4.76199 -5.31203 0.13 0.15 -1.60
H -2.20984 -2.93689 -4.59844 0.60 -0.07 -0.89
H -2.79084 -4.38604 -3.91214 0.30 -0.50 -0.21
H -0.86548 -4.79241 -2.66272 -0.51 -0.21 0.25
H -0.82757 -3.09124 -2.64758 0.73 0.48 -0.42
C 1.62465 -1.88654 -6.52057 0.45 -0.04 -1.32
C 1.19669 -0.64053 -7.31894 -0.43 0.19 1.56
O 0.35144 -0.02216 -6.29348 -0.74 0.74 0.11
C 0.51990 -0.55639 -5.03396 -1.00 2.88 0.11
O 0.05973 -0.07257 -3.99484 1.26 -1.67 -2.86
O 1.34302 -1.55721 -5.16890 0.77 -1.79 1.26
H 2.68452 -2.13418 -6.57927 -0.09 0.13 -0.03
H 1.06786 -2.75598 -6.87009 -0.11 -0.04 0.46
H 0.60201 -0.81130 -8.21632 -0.10 -0.29 0.31
H 1.98869 0.05503 -7.59651 0.11 -0.03 0.33
C -5.01937 0.05099 0.75798 -0.27 0.00 -0.30
C -3.74695 0.78268 1.08224 0.28 -1.93 0.93
O -4.13123 2.09779 0.90202 0.28 1.46 -0.11
C -5.03150 2.14956 -0.08234 -1.25 2.82 -1.14
O -5.31346 3.22505 -0.63102 0.23 -3.96 1.17
O -5.55554 0.88447 -0.26939 -0.06 1.87 -1.04
H -5.71013 0.15094 1.59522 -0.03 -0.56 0.15
H -4.91895 -0.95234 0.34404 0.06 0.10 0.40
H -2.93751 0.51830 0.40179 0.14 -0.08 0.15
H -3.51453 0.60002 2.13139 0.53 0.19 -0.17
C -1.09913 0.94509 4.55792 0.41 -0.52 0.00
C -1.58245 0.47798 5.89973 -0.94 -0.21 0.50
O -2.80126 1.25316 6.04391 -0.47 -1.90 2.05
C -3.00869 2.02041 5.01207 -0.80 2.09 0.68
O -3.99315 2.69631 4.83542 0.52 -0.81 -0.21
O -1.88677 2.10682 4.33580 1.21 0.55 -2.13
H -1.34789 0.22598 3.77747 0.43 0.04 -0.15
H -0.03236 1.15013 4.64766 -0.15 0.29 -0.70
H -0.87045 0.66111 6.70447 -0.31 0.27 0.09
H -1.89777 -0.56504 5.92777 0.24 -0.01 -0.03
C -2.41994 4.53063 2.28586 -0.86 -1.15 -1.13
C -3.74443 5.12355 2.73153 -0.83 -1.21 -0.72
O -3.39013 6.46486 3.03825 0.34 0.92 0.67
C -2.05343 6.55210 3.16552 1.99 0.16 -1.08
O -1.31963 7.50227 3.31305 -1.90 -0.53 0.52
O -1.48462 5.33869 2.89913 0.85 0.87 1.56
H -2.21250 4.66613 1.22440 -0.58 -0.30 -0.38
H -2.29120 3.47782 2.53708 0.02 0.30 0.10
H -4.23258 4.56178 3.52792 0.66 0.47 0.74
H -4.52760 5.08057 1.97462 0.37 0.53 -0.49
```
Positions in Å, forces in eV/Å.

**Electronic energy**: -139772.552 eV
**Orbital gap**: 0.349 hartree
**ΔE to the lowest compared entry with this formula, charge and spin**: 69.0 kcal/mol

2.
# C7H14AlFP

C7H14AlFP as an isolated structure (ωB97M-V/def2-TZVPD, the OMol25 dataset).

```
24
Properties=species:S:1:pos:R:3:forces:R:3
C 1.61574 -2.58272 1.59315 0.04 0.24 -0.15
C 0.90096 -1.63799 1.32755 -0.11 0.06 -0.06
Al -0.20615 -0.03275 0.85444 0.23 0.14 -0.13
C 0.83560 1.02123 -0.55977 0.21 -0.20 0.34
F 0.43979 0.73298 -1.90606 -0.07 0.01 -0.05
C 2.33338 0.80151 -0.47021 0.25 0.14 -0.03
C 2.86235 1.25225 0.90090 -0.03 -0.16 -0.19
P -2.30884 -0.83748 0.19098 -0.31 -0.54 0.41
C -3.48233 0.58967 -0.01962 0.09 0.07 -0.10
C -2.19629 -1.56912 -1.51274 -0.08 0.09 -0.09
H 2.30713 -3.36522 1.78189 -0.02 -0.16 0.09
H -0.40502 0.91861 2.14634 -0.05 -0.01 0.04
H 0.68689 2.09955 -0.42580 -0.21 0.09 -0.12
H 2.57149 -0.24947 -0.63069 -0.01 -0.12 -0.01
H 2.85305 1.36325 -1.25370 -0.06 0.06 -0.16
H 2.15827 1.93493 1.37380 0.00 0.12 0.11
H 3.82211 1.75678 0.80592 0.09 0.07 0.03
H 2.99630 0.40117 1.56191 -0.08 -0.06 0.16
H -3.00477 1.55124 -0.19946 0.06 0.10 -0.06
H -4.08425 0.66516 0.88136 -0.05 0.11 0.14
H -4.16924 0.39526 -0.84230 -0.04 -0.08 -0.10
H -1.19079 -1.93029 -1.71159 0.14 0.00 0.00
H -2.46055 -0.86208 -2.29809 0.11 0.15 -0.04
H -2.87482 -2.41647 -1.58823 -0.08 -0.10 -0.04
```
Positions in Å, forces in eV/Å.

**Electronic energy**: -26089.302 eV
**Orbital gap**: 0.261 hartree
**Total charge**: -1

3.
# C4H12N4

One molecule with the formula C4H12N4 (ωB97M-V/def2-TZVPD, the OMol25 dataset).

```
20
Properties=species:S:1:pos:R:3:forces:R:3
C 2.57216 -0.96690 -0.11493 -0.95 3.09 -0.13
C 1.14853 -0.67524 0.45785 2.85 -2.59 1.29
C 1.22027 1.60482 -0.14312 -0.24 2.10 -0.32
C -1.62644 -0.30962 -0.74609 3.79 3.17 2.64
H 3.12358 -0.14589 0.40483 0.65 -0.94 -1.21
H 2.73600 -1.06471 -1.19914 -0.37 0.54 0.32
H 2.77016 -1.87562 0.29209 1.34 -2.60 1.37
H 1.57016 -0.33357 1.55429 -2.21 -0.57 -1.85
H 0.63556 -1.68571 0.50344 0.08 1.43 0.21
H 0.21068 2.45974 -0.13421 3.66 -2.33 -0.29
H 2.15565 1.76776 -1.06377 -3.44 -0.45 2.64
H 1.92117 1.78097 0.93714 -2.43 -0.91 -2.82
H -1.24778 -0.55709 -1.68784 0.24 -0.87 -1.52
H -3.54413 -0.55539 -1.21025 0.46 -0.52 -0.87
H -3.51266 -0.50456 1.48158 0.24 -0.31 -1.94
H -3.24118 0.84888 0.83541 0.62 3.15 0.95
N 0.43667 0.24772 -0.32753 4.92 2.23 -0.15
N -0.82710 0.29811 0.09733 -4.17 -0.19 0.25
N -2.88418 -0.34549 -0.49246 -3.66 -2.99 -2.68
N -3.61711 0.01180 0.55536 -1.40 -0.44 4.10
```
Positions in Å, forces in eV/Å.

**Electronic energy**: -10296.830 eV
**Orbital gap**: 0.324 hartree
**Structure (SMILES)**: CCN(C)/N=C/NN
**ΔE to the lowest compared entry with this formula, charge and spin**: 148.5 kcal/mol

4.
# C3H7N2

An isolated ion of composition C3H7N2 and charge +1 (ωB97M-V/def2-TZVPD, the OMol25 dataset).

```
12
Properties=species:S:1:pos:R:3:forces:R:3
C -0.35616 -0.22037 -0.97422 -2.09 -1.65 0.91
C 0.58648 -0.17873 -1.88156 2.22 1.09 -0.47
C -0.57292 0.47018 1.26409 0.86 -0.10 0.89
N -0.77882 0.80045 0.00780 0.52 -0.78 0.42
N 0.35474 -0.39213 1.67022 0.37 0.55 -3.76
H -0.97151 -1.16595 -0.73388 1.07 1.43 -0.91
H 1.33008 0.64556 -2.02549 -1.24 -0.25 0.33
H 0.90310 -1.00612 -2.52235 -0.83 -0.13 0.42
H -1.15463 0.95458 2.06683 0.24 -0.25 -0.57
H -1.58508 1.41144 -0.10368 0.31 -0.11 -0.67
H 1.04023 -0.90417 1.08128 -1.04 0.95 -0.14
H 0.34193 -0.79762 2.52556 -0.40 -0.74 3.54
```
Positions in Å, forces in eV/Å.

**Electronic energy**: -6197.031 eV
**Orbital gap**: 0.412 hartree
**Structure (SMILES)**: C=CNC=[NH2+]
**Total charge**: +1
**ΔE to the lowest compared entry with this formula, charge and spin**: 11.1 kcal/mol

no.,highest occupied orbital energy (hartree)
1,-0.3622
2,-0.1259
3,-0.2898
4,-0.5603